(1)
Here is a structure of composition C3H3FOTb from the OMol25 dataset. Energies are from ωB97M-V/def2-TZVPD.

Output
Spin multiplicity   8
E_tot   -1114.7857 Eh
⟨S²⟩   15.79
Gap between HOMO and LUMO (spin up / spin down)   7.08 / 7.41 eV
LUMO level (spin up / spin down)   -10.400 / -10.398 eV
Net charge   +2

Last column: Löwdin charge in e.
Atoms and positions in Å:
H: -1.811 -1.354 1.129  0.303
H: -2.893 -0.768 -0.320  0.138
O: -1.328 1.593 0.024  0.085
C: -1.992 -1.376 -0.216  0.181
C: -0.789 -0.700 0.242  -0.263
C: -0.448 0.741 0.139  -0.429
H: -1.806 -2.047 -1.064  0.147
F: 0.386 -1.439 0.041  -0.026
Tb: 1.970 0.935 -0.473  1.864

---

(2)
Here is a structure of composition C32H46BrN3P2SSr from the OMol25 dataset. Energies are from ωB97M-V/def2-TZVPD.

Output
Spin multiplicity   1
E_tot   -5096.3313 Eh
Gap between HOMO and LUMO   3.74 eV
LUMO level   -7.673 eV
Net charge   +2

Last column: Löwdin charge in e.
Atoms and positions in Å:
N: -5.638 4.694 -3.891  0.099
C: -5.580 5.230 -2.673  -0.097
C: -4.622 4.856 -1.712  0.021
C: -3.618 3.916 -2.065  -0.188
C: -3.702 3.376 -3.381  0.026
C: -4.751 3.751 -4.226  -0.095
C: -2.588 3.447 -1.142  -0.028
Sr: 0.063 2.756 0.575  1.371
P: 4.980 -0.458 0.187  0.952
C: -1.434 2.782 -1.605  -0.286
C: -1.390 1.323 -1.657  -0.319
C: -0.436 0.613 -2.446  -0.041
C: -0.260 -0.760 -2.289  -0.113
C: -1.137 -1.502 -1.475  -0.326
C: -2.103 -0.822 -0.722  -0.129
C: -2.298 0.546 -0.893  -0.031
Br: 1.090 -0.053 0.560  0.232
H: -2.769 3.587 -0.052  0.124
H: -0.621 3.335 -2.100  0.117
H: -4.648 5.283 -0.710  0.121
H: -2.985 2.633 -3.746  0.119
H: -6.309 6.017 -2.437  0.126
H: -4.832 3.316 -5.224  0.123
H: 0.117 1.158 -3.223  0.135
H: -3.166 1.056 -0.435  0.133
H: 0.591 -1.277 -2.728  0.107
H: -2.722 -1.362 0.018  0.105
P: -1.206 -3.290 -1.245  1.011
C: 4.200 1.182 0.353  -0.522
C: 5.239 2.293 0.188  -0.180
H: 3.715 1.221 1.337  0.046
H: 3.420 1.237 -0.415  0.006
H: 4.811 3.254 0.485  0.056
H: 6.122 2.098 0.807  0.066
H: 5.563 2.370 -0.855  0.071
C: 4.296 -1.178 -1.359  -0.461
C: 5.251 -2.216 -1.965  -0.173
H: 4.141 -0.332 -2.047  0.073
H: 3.323 -1.619 -1.100  0.031
H: 4.922 -2.468 -2.979  0.063
H: 6.279 -1.833 -2.025  0.068
H: 5.264 -3.147 -1.383  0.067
C: 4.215 -1.565 1.448  -0.465
C: 5.197 -1.901 2.570  -0.176
H: 3.915 -2.483 0.917  0.069
H: 3.310 -1.060 1.814  -0.004
H: 4.706 -2.529 3.321  0.066
H: 6.060 -2.445 2.167  0.069
H: 5.558 -0.995 3.069  0.066
C: -0.872 -3.490 0.530  -0.303
C: -1.394 -4.801 1.116  -0.114
H: -1.262 -2.635 1.108  0.072
H: 0.227 -3.405 0.635  0.102
H: -2.421 -4.703 1.487  0.080
H: -1.385 -5.619 0.392  0.074
H: -0.771 -5.084 1.968  0.089
C: 0.075 -3.951 -2.285  -0.329
C: 0.049 -3.726 -3.799  -0.101
H: 0.051 -5.034 -2.083  0.111
H: 0.996 -3.530 -1.848  0.102
H: -0.777 -4.285 -4.262  0.084
H: -0.032 -2.665 -4.072  0.063
H: 1.009 -4.120 -4.178  0.099
C: -2.785 -4.034 -1.732  -0.296
C: -4.009 -3.422 -1.061  -0.122
H: -2.727 -5.115 -1.532  0.107
H: -2.861 -3.944 -2.827  0.107
H: -4.169 -2.381 -1.375  0.074
H: -4.912 -3.993 -1.310  0.095
H: -3.921 -3.440 0.030  0.070
N: -1.465 -0.071 2.436  0.048
C: -1.276 0.952 3.312  -0.687
N: -0.748 2.115 2.900  -0.100
C: -0.503 2.977 3.979  -0.332
C: 0.317 4.108 3.865  -0.048
C: 0.812 4.670 5.044  -0.063
C: 0.449 4.146 6.297  -0.052
C: -0.421 3.043 6.399  -0.056
C: -0.871 2.437 5.225  -0.440
S: -1.647 0.862 5.011  1.126
H: -1.835 -0.941 2.826  0.100
H: -0.668 -0.185 1.755  -0.107
H: 0.598 4.483 2.866  0.081
H: 1.505 5.510 5.005  0.116
H: 0.859 4.593 7.210  0.121
H: -0.753 2.647 7.357  0.120

---

(3)
Here is a cluster of 2 separate species, C7H6FN in total from the OMol25 dataset. Energies are from ωB97M-V/def2-TZVPD.

Output
Spin multiplicity   1
E_tot   -424.7828 Eh
Gap between HOMO and LUMO   9.23 eV
SMILES string   C=C/C=C(/F)C#N.C#C
LUMO level   -0.112 eV

Last column: Löwdin charge in e.
Atoms and positions in Å:
C: 0.093 1.911 -1.523  -0.154
C: 1.938 -0.720 0.955  0.016
C: -1.232 -0.543 -0.284  -0.147
C: 1.872 -0.526 -0.244  0.008
C: -0.649 0.627 0.468  -0.071
C: -1.290 -1.769 0.347  0.031
C: -0.027 1.645 -0.117  -0.324
N: -0.022 2.065 -2.665  0.181
F: 0.500 2.663 0.655  0.031
H: 2.175 -0.755 2.005  0.038
H: -1.693 -0.376 -1.223  0.088
H: 1.588 -0.392 -1.231  0.021
H: -0.675 0.620 1.601  0.153
H: -1.004 -1.831 1.457  0.093
H: -1.573 -2.619 -0.201  0.034

---

(4)
Here is the ion C5H6N with charge +1 from the OMol25 dataset. Energies are from ωB97M-V/def2-TZVPD.

Output
Spin multiplicity   1
E_tot   -248.3757 Eh
Gap between HOMO and LUMO   9.97 eV
SMILES string   CC#C[NH+]1C=C1
LUMO level   -4.671 eV
Net charge   +1

Last column: Löwdin charge in e.
Atoms and positions in Å:
C: 1.221 -0.192 -0.231  -0.081
C: 0.046 0.051 -0.293  0.100
C: -2.295 -0.103 0.687  0.136
C: -2.523 -0.595 -0.517  0.172
C: 2.567 -0.059 0.130  -0.079
N: -1.506 0.471 -0.409  0.013
H: -2.145 -0.006 1.770  0.163
H: -2.764 -1.153 -1.331  0.112
H: 3.333 -0.127 -0.612  0.090
H: 2.608 0.965 0.516  0.111
H: 2.943 -0.685 0.928  0.101
H: -1.484 1.434 -0.640  0.162

---

(5)
Here is a cluster of 3 separate species, C3H12N2O2 in total from the OMol25 dataset. Energies are from ωB97M-V/def2-TZVPD.

Output
Spin multiplicity   1
E_tot   -381.4788 Eh
Gap between HOMO and LUMO   10.08 eV
SMILES string   [H]/N=C/NCC.O.O
LUMO level   0.886 eV

Last column: Löwdin charge in e.
Atoms and positions in Å:
C: -1.684 0.830 1.637  -0.089
C: -0.949 1.151 0.334  -0.238
N: -1.457 0.252 -0.711  -0.027
C: -1.008 0.298 -2.009  -0.311
N: 0.221 0.271 -2.324  0.086
H: -1.134 1.093 2.540  0.073
H: -2.646 1.332 1.719  0.067
H: -1.825 -0.248 1.678  0.075
H: 0.101 0.960 0.514  0.082
H: -1.102 2.191 0.041  0.115
H: -2.426 0.011 -0.588  0.114
H: -1.838 0.231 -2.725  0.120
H: 0.348 0.443 -3.309  0.047
H: 1.413 0.103 -0.650  -0.028
H: 2.732 -0.643 -0.610  0.039
O: 2.179 -0.064 -0.071  -0.091
H: 2.219 -1.398 2.069  0.012
H: 2.466 -2.642 2.871  0.029
O: 1.818 -2.255 2.271  -0.073

---

Repeat the first record exactly.
Here is a structure of composition C3H3FOTb from the OMol25 dataset. Energies are from ωB97M-V/def2-TZVPD.

Output
Spin multiplicity   8
E_tot   -1114.7857 Eh
⟨S²⟩   15.79
Gap between HOMO and LUMO (spin up / spin down)   7.08 / 7.41 eV
LUMO level (spin up / spin down)   -10.400 / -10.398 eV
Net charge   +2

Last column: Löwdin charge in e.
Atoms and positions in Å:
H: -1.811 -1.354 1.129  0.303
H: -2.893 -0.768 -0.320  0.138
O: -1.328 1.593 0.024  0.085
C: -1.992 -1.376 -0.216  0.181
C: -0.789 -0.700 0.242  -0.263
C: -0.448 0.741 0.139  -0.429
H: -1.806 -2.047 -1.064  0.147
F: 0.386 -1.439 0.041  -0.026
Tb: 1.970 0.935 -0.473  1.864

---

- What is the spin multiplicity in the third record?
  1